(a)
{
  "formula": "C4H4",
  "method": "the ωB97M-V functional and the def2-TZVPD basis",
  "elements": ["C", "C", "C", "C", "H", "H", "H", "H"],
  "coordinates": [[-0.2130, 1.0117, 0.7214], [0.0289, 1.1924, -0.5861], [0.0067, -0.1227, -0.0440], [0.2052, -1.4538, -0.1250], [-0.3206, 1.5107, 1.7565], [-0.2674, 1.7174, -1.5288], [0.2670, -2.0424, -1.0191], [0.2932, -1.8134, 0.8251]],
  "spin_multiplicity": 1,
  "smiles": "C=C1C=C1",
  "total_charge": 0,
  "e_homo_ev": -7.9297,
  "gap_ev": 8.8
}

***

(b)
{
  "formula": "C4H4",
  "method": "the ωB97M-V functional and the def2-TZVPD basis",
  "elements": ["C", "C", "C", "C", "H", "H", "H", "H"],
  "coordinates": [[-0.0254, -0.9902, -0.8485], [0.2111, -0.5691, -1.9525], [-0.6772, 0.8641, 1.2778], [0.5171, 0.7646, 1.5849], [-0.3088, -1.5230, 0.1017], [0.4465, -0.1661, -2.9172], [-1.6721, 1.0199, 0.9017], [1.5088, 0.5997, 1.8522]],
  "spin_multiplicity": 1,
  "smiles": "C#C.C#C",
  "total_charge": 0,
  "e_homo_ev": -9.8672,
  "gap_ev": 11.1
}

***

From most stable to least stable, the computed energies give (a), (b).

***

(a)
{
  "formula": "N3O3",
  "method": "the ωB97M-V functional and the def2-TZVPD basis",
  "elements": ["N", "N", "N", "O", "O", "O"],
  "coordinates": [[0.9901, -0.6001, 0.5684], [-1.2304, -0.3380, 0.4426], [1.2440, 0.4111, 0.1994], [-1.7309, -1.4704, 0.0427], [-0.8941, 0.5543, -0.3670], [1.7266, 1.0647, -0.6345]],
  "spin_multiplicity": 1,
  "total_charge": -1,
  "e_homo_ev": -3.0257,
  "gap_ev": 7.3
}

***

(b)
{
  "formula": "N3O3",
  "method": "the ωB97M-V functional and the def2-TZVPD basis",
  "elements": ["N", "N", "N", "O", "O", "O"],
  "coordinates": [[0.9167, 0.7150, 1.0375], [-0.8734, 0.0927, -1.5515], [0.4720, -0.2412, 1.4787], [0.1380, -0.6923, -1.3216], [-0.6854, 1.3375, -1.6408], [0.0322, -1.2116, 1.9977]],
  "spin_multiplicity": 1,
  "total_charge": -1,
  "e_homo_ev": -2.9281,
  "gap_ev": 7.2
}

***

From most stable to least stable, the computed energies give (b), (a).

***

(a)
{
  "formula": "C11H18O",
  "method": "the ωB97M-V functional and the def2-TZVPD basis",
  "elements": ["C", "C", "C", "H", "H", "H", "H", "H", "H", "H", "H", "C", "C", "C", "C", "C", "C", "C", "C", "O", "H", "H", "H", "H", "H", "H", "H", "H", "H", "H"],
  "coordinates": [[-2.1953, -2.3007, -0.2900], [-3.4771, -3.0524, -0.7861], [-2.3449, -0.7941, -0.4618], [-1.3684, -2.8434, -0.8044], [-2.1107, -2.4117, 0.8230], [-4.2783, -2.4534, -1.2378], [-3.3418, -3.8091, -1.5344], [-1.2972, -0.4785, -0.4344], [-2.8916, -0.4473, 0.3976], [-3.8942, -3.3714, 0.1715], [-2.7020, -0.4505, -1.4367], [1.4932, 0.3785, -1.4861], [3.0214, 0.1076, -1.7381], [1.2319, 0.9633, -0.1429], [1.7942, 2.2354, 0.1237], [0.6824, 0.1813, 0.8886], [1.6375, 2.8206, 1.3751], [0.6506, 0.7116, 2.1862], [0.9143, 2.0672, 2.2818], [0.4569, 2.6465, 3.4546], [1.1422, 1.2094, -2.1019], [1.0136, -0.5569, -1.7887], [3.0759, -0.3291, -2.7657], [2.3742, 2.6980, -0.6752], [0.4851, -0.8276, 0.5587], [1.9374, 3.8289, 1.6504], [0.4466, 0.2135, 3.1140], [0.5056, 3.6084, 3.3990], [3.4882, -0.5957, -1.0716], [3.5502, 1.0516, -1.6688]],
  "spin_multiplicity": 1,
  "smiles": "CCc1ccc(O)cc1.CCC",
  "total_charge": 0,
  "e_homo_ev": -8.1698,
  "gap_ev": 9.1
}

***

(b)
{
  "formula": "C11H18O",
  "method": "the ωB97M-V functional and the def2-TZVPD basis",
  "elements": ["C", "C", "O", "C", "C", "C", "C", "C", "C", "C", "C", "C", "H", "H", "H", "H", "H", "H", "H", "H", "H", "H", "H", "H", "H", "H", "H", "H", "H", "H"],
  "coordinates": [[2.2445, 2.1903, -3.2652], [1.8631, 1.0815, -2.8714], [1.3247, -1.2236, -3.3120], [-1.1438, 0.2196, 1.3544], [-1.5794, -0.4377, 0.1917], [0.3119, 0.3639, 1.7318], [-2.3038, 0.0020, 3.6777], [2.4653, -0.6837, -1.2210], [-2.2562, 0.6419, 2.2872], [-0.5859, -1.0875, -0.7909], [0.0055, 0.0632, -1.7211], [1.4819, -0.1642, -2.2543], [2.3761, 3.0921, -3.7693], [2.1566, -1.7739, -3.3050], [-2.6656, -0.4483, -0.1130], [0.5186, -0.5246, 2.3199], [0.9058, 0.5699, 0.7947], [0.5489, 1.1529, 2.4150], [-3.0277, 0.5630, 4.2634], [-2.6017, -0.9994, 3.5192], [-1.3117, -0.1352, 4.2068], [2.0627, -1.4441, -0.5288], [3.4594, -0.9804, -1.6480], [2.9473, 0.2313, -0.6939], [-3.2102, 0.3804, 1.7212], [-2.3379, 1.7250, 2.2456], [0.0851, -1.6407, -0.1158], [-1.0435, -1.8456, -1.4295], [-0.5961, 0.1998, -2.5468], [-0.0938, 0.9122, -1.1426]],
  "spin_multiplicity": 1,
  "smiles": "C#C[C@](C)(O)CC/C=C(\\C)CC",
  "total_charge": 0,
  "e_homo_ev": -8.5440,
  "gap_ev": 9.4
}

***

From most stable to least stable, the computed energies give (a), (b).

***

(a)
{
  "formula": "C11H18O",
  "method": "the ωB97M-V functional and the def2-TZVPD basis",
  "elements": ["C", "C", "C", "C", "H", "H", "H", "H", "H", "H", "H", "H", "H", "H", "C", "C", "C", "C", "C", "C", "C", "O", "H", "H", "H", "H", "H", "H", "H", "H"],
  "coordinates": [[0.4452, -1.0396, 1.6829], [0.2442, -2.0078, 2.8439], [1.6677, -0.1697, 1.9124], [0.5704, -1.8358, 0.3657], [-0.4824, -0.4710, 1.5731], [-0.3478, -2.8902, 2.5957], [2.6044, -0.7223, 1.9223], [1.6807, 0.5386, 1.1033], [1.5696, 0.3699, 2.8428], [0.1194, -1.3713, -0.5042], [1.6139, -2.0794, 0.1642], [-0.3282, -1.5166, 3.6268], [1.1959, -2.2661, 3.2935], [0.0191, -2.7658, 0.4558], [-1.2763, 2.4716, 0.4745], [-0.8707, 1.5558, -0.6732], [0.4254, 1.6480, -1.1484], [-1.8494, 0.7687, -1.2454], [0.7185, 1.0012, -2.3558], [-1.5365, 0.0815, -2.4184], [-0.2894, 0.2939, -2.9835], [-0.0874, -0.1746, -4.2964], [-0.4826, 2.8620, 1.1031], [-1.9887, 1.9958, 1.1604], [1.2360, 2.1562, -0.6551], [-2.8420, 0.6526, -0.8309], [1.7055, 1.0282, -2.7936], [-2.1882, -0.5559, -2.9972], [0.5809, -0.8511, -4.2569], [-1.8272, 3.2935, 0.0387]],
  "spin_multiplicity": 1,
  "smiles": "Cc1ccc(O)cc1.CC(C)C",
  "total_charge": 0,
  "e_homo_ev": -8.8347,
  "gap_ev": 9.7
}

***

(b)
{
  "formula": "C11H18O",
  "method": "the ωB97M-V functional and the def2-TZVPD basis",
  "elements": ["C", "C", "C", "C", "H", "H", "H", "H", "H", "H", "H", "H", "H", "H", "C", "C", "C", "C", "C", "C", "C", "O", "H", "H", "H", "H", "H", "H", "H", "H"],
  "coordinates": [[-1.4056, 3.0683, -1.1865], [-0.4296, 3.0441, 0.0291], [-0.5433, 3.4170, -2.4245], [-2.0187, 1.6759, -1.4005], [-2.1472, 3.8284, -0.9632], [-0.5059, 2.1089, 0.5969], [0.3019, 2.7401, -2.5266], [-1.1919, 3.3606, -3.3103], [-0.2154, 4.4618, -2.3986], [-2.3408, 1.3902, -0.3906], [-2.8892, 1.6847, -2.0465], [-0.7454, 3.8210, 0.7322], [0.6360, 3.1260, -0.1917], [-1.2519, 0.9436, -1.6428], [-0.8280, -3.1146, -0.4764], [0.2158, -2.6227, 0.4742], [1.4418, -2.1155, -0.0142], [0.0559, -2.7124, 1.8441], [2.5265, -2.0296, 0.8278], [1.0997, -2.3765, 2.7069], [2.3368, -2.0453, 2.2118], [3.4039, -1.6958, 3.0161], [-0.6460, -4.1062, -0.8824], [-0.8003, -2.5156, -1.4070], [1.4519, -1.9782, -1.0888], [-0.8965, -3.0664, 2.2245], [3.3986, -1.6255, 0.3399], [0.8346, -2.4509, 3.7490], [3.0270, -1.2547, 3.7983], [-1.8747, -2.9605, -0.2002]],
  "spin_multiplicity": 1,
  "smiles": "Cc1ccc(O)cc1.CC(C)C",
  "total_charge": 0,
  "e_homo_ev": -8.4816,
  "gap_ev": 9.3
}

***

From most stable to least stable, the computed energies give (a), (b).

***

(a)
{
  "formula": "C6H8N2O2",
  "method": "the ωB97M-V functional and the def2-TZVPD basis",
  "elements": ["C", "C", "C", "C", "C", "O", "N", "C", "O", "N", "H", "H", "H", "H", "H", "H", "H", "H"],
  "coordinates": [[0.8461, -1.7122, 1.6673], [1.3055, -0.4834, 1.8400], [-0.4567, 1.9754, -2.1644], [0.2211, 1.0639, -1.1837], [-0.7696, 0.4851, -0.1889], [1.3317, -2.5353, 0.7017], [-1.3434, 1.2508, 0.6344], [-1.0518, -0.9066, -0.3643], [1.3882, 0.8164, -1.1628], [-1.3812, -1.9895, -0.5434], [0.7399, -3.2870, 0.5624], [0.0656, -2.1233, 2.3017], [-2.0068, 0.8088, 1.2664], [2.0759, -0.0925, 1.1985], [0.9402, 0.1420, 2.6304], [0.2736, 2.4462, -2.8182], [-1.0046, 2.7311, -1.6111], [-1.1735, 1.4101, -2.7663]],
  "spin_multiplicity": 1,
  "smiles": "[H]/N=C(\\C#N)C(C)=O.C=CO",
  "total_charge": 0,
  "e_homo_ev": -9.0308,
  "gap_ev": 8.6
}

***

(b)
{
  "formula": "C6H8N2O2",
  "method": "the ωB97M-V functional and the def2-TZVPD basis",
  "elements": ["C", "C", "C", "C", "C", "C", "H", "H", "H", "H", "H", "H", "H", "H", "N", "N", "O", "O"],
  "coordinates": [[3.1902, 0.4476, 0.1735], [4.4880, 0.3083, -0.1794], [-0.7619, -1.0527, -0.1040], [-2.0880, -1.4565, 0.0652], [-3.1800, -0.7453, -0.0312], [-1.7710, 1.1979, -0.1191], [2.5449, 0.0783, -0.6075], [2.8869, 0.2847, 1.3358], [4.6044, 0.1899, -1.2620], [5.3074, 0.5387, 0.3968], [0.2025, 0.7882, 0.0791], [-2.0075, -2.5702, 0.5433], [-4.2732, -0.9949, 0.1381], [-3.8676, 1.2689, -0.1705], [-0.6488, 0.3767, -0.3426], [-3.1298, 0.6908, -0.2340], [0.2208, -1.7474, 0.0704], [-1.7174, 2.3972, 0.2483]],
  "spin_multiplicity": 1,
  "smiles": "O=c1cc[nH]c(=O)[nH]1.C=C",
  "total_charge": 0,
  "e_homo_ev": -9.7259,
  "gap_ev": 9.9
}

***

(c)
{
  "formula": "C6H8N2O2",
  "method": "the ωB97M-V functional and the def2-TZVPD basis",
  "elements": ["C", "C", "C", "C", "C", "C", "H", "H", "H", "H", "H", "H", "H", "H", "N", "N", "O", "O"],
  "coordinates": [[-1.5671, -1.0189, -0.0638], [-0.3672, -1.3349, 0.5102], [0.6357, -0.4619, 0.6390], [-0.9480, 1.3021, 0.0091], [2.6570, 0.1064, -0.1817], [3.8191, -0.4820, -0.4236], [-2.7086, 0.5774, -0.6519], [-0.2396, -2.3804, 0.7118], [1.6797, -0.7562, 0.9026], [1.2412, 1.5862, 0.1615], [1.8889, -0.1276, -0.8382], [2.5441, 0.9077, 0.5812], [3.8871, -1.3422, -1.0971], [4.6868, -0.2437, 0.1921], [-1.8839, 0.3409, 0.0113], [0.4230, 0.9525, 0.3182], [-2.3043, -1.9656, -0.4349], [-1.2120, 2.4731, -0.2155]],
  "spin_multiplicity": 1,
  "smiles": "O=c1cc[nH]c(=O)[nH]1.C=C",
  "total_charge": 0,
  "e_homo_ev": -9.5774,
  "gap_ev": 9.7
}

***

(d)
{
  "formula": "C6H8N2O2",
  "method": "the ωB97M-V functional and the def2-TZVPD basis",
  "elements": ["O", "C", "C", "C", "N", "C", "C", "C", "N", "H", "H", "H", "H", "H", "H", "O", "H", "H"],
  "coordinates": [[0.7939, -2.8425, 1.8756], [0.9898, -2.4947, 0.5104], [0.2913, -1.2291, 0.1177], [-0.9704, -1.1226, -0.4477], [-1.2015, 0.1827, -0.7433], [-0.1513, 0.9509, -0.2943], [0.7728, 0.0977, 0.2855], [-0.0820, 2.4035, -0.4360], [0.5022, 3.1897, 0.3674], [1.0941, -2.1145, 2.4277], [2.0673, -2.4094, 0.2923], [0.5977, -3.3374, -0.0739], [-1.7085, -1.8883, -0.6720], [-2.0943, 0.5415, -1.0617], [1.7358, 0.4035, 0.6887], [-1.1109, 3.0563, -1.1908], [-1.5937, 2.4570, -1.7702], [0.0676, 4.1556, 0.1246]],
  "spin_multiplicity": 1,
  "smiles": "[H]/N=C(\\O)c1cc(CO)c[nH]1",
  "total_charge": 0,
  "e_homo_ev": -8.6185,
  "gap_ev": 9.0
}

***

From most stable to least stable, the computed energies give (d), (b), (a), (c).